The following is a quantum chemistry calculation of a molecular structure, C65H58AsCdN8O2S3, from the OMol25 dataset.

Geometry as ORCA input:
```
! wB97M-V def2-TZVPD RIJCOSX def2/J DEFGRID3
* xyz -1 1
Cd 0.11745 -0.27480 0.04821
As -1.20106 -1.85948 2.39571
S 1.43117 0.21545 2.25820
S 4.56716 0.81142 -1.57738
S 4.11503 -1.45287 -3.55172
O 3.69241 -2.34124 -4.60159
O 5.14539 -1.94275 -2.66228
N 2.06933 0.46673 -0.96241
N -2.50577 0.16298 0.02076
N -0.36854 3.33964 1.59430
N -0.94902 -1.59092 -1.33551
N 1.15143 -2.54777 0.09734
N -0.88014 2.59574 -1.10255
N 2.82047 -0.91438 -2.75974
N 6.34340 2.90149 -6.94482
C 1.18151 4.30222 3.17216
C -3.10304 -0.87753 -0.59341
C 0.93934 -3.06712 -1.13822
C -3.43615 1.96113 -2.46404
C 6.63509 1.29176 -5.16228
C 0.05040 -2.46469 4.98752
C -3.24189 1.01982 0.68177
C 1.59569 4.47973 4.48600
C 4.46475 1.58201 -6.17189
C 0.12706 -1.70703 3.81848
C -1.79081 -4.24499 0.91545
C 0.97981 -2.32876 6.00271
C -1.61754 -5.52835 0.42440
C 2.12705 -0.67056 4.69749
C -4.62700 0.88143 0.85772
C -0.02354 -4.58891 2.48738
C -0.99604 -3.75426 1.94852
C 0.15233 -5.87568 2.00103
C -0.04371 3.67125 2.91688
C 2.58660 1.47252 -0.16872
C -0.23585 -2.94994 -3.23986
C -0.93655 4.12757 0.79166
C -4.07542 -1.40135 5.50139
C 4.79210 -0.06351 -4.46107
C -1.36570 4.89349 -1.64151
C -1.46513 5.47773 1.22006
C -2.27364 -1.78782 -1.34964
C 0.33209 1.76397 -4.48024
C -0.11021 -2.51691 -1.93813
C 3.87445 1.79394 -0.33416
C -4.30911 -3.06347 -1.85277
C 5.80970 1.94842 -6.07645
C -5.13041 -2.69670 3.78881
C -0.40067 3.45769 5.29208
C 1.70669 -4.14588 -1.64373
C 2.02181 -1.41769 5.85068
C -5.25373 -0.18780 0.28680
C 2.74081 -4.64076 -0.82566
C -0.79772 1.21088 -5.05605
C 2.99011 -0.01911 -1.80234
C 1.43027 -4.65709 -2.92671
C 2.10753 4.73450 2.06531
C -5.19850 -2.05480 5.01633
C -5.10672 -2.19182 -1.14654
C 3.96182 0.57734 -5.36610
C 1.18915 -0.79309 3.65601
C -4.50999 -1.09879 -0.49670
C 0.82612 4.04533 5.54803
C 2.96067 -4.07833 0.40050
C -2.81210 -2.04986 3.53910
C -1.06302 3.77335 -0.66809
C 2.13056 -3.02947 0.82258
C 6.12648 0.28281 -4.36363
C -2.07744 1.83401 -3.10038
C -0.85111 3.27642 3.99360
C 0.51642 -4.02801 -3.72393
C -3.95275 -2.68940 3.05749
C 0.29495 2.31838 -3.20854
C -2.90092 -1.39074 4.76488
C -2.93707 -2.87299 -1.95862
C -1.99986 1.28903 -4.37626
C -2.18113 2.63142 3.75095
C -0.90170 2.27581 -2.47221
C 1.53149 2.99529 -2.68251
C -0.63866 -6.34862 0.96482
H 0.36827 -4.36041 -4.74360
H -2.02630 -0.88088 5.15029
H -2.03327 1.61974 3.36159
H 2.41615 2.39311 -2.89004
H 2.48526 5.74019 2.25753
H 2.96106 4.05330 2.02485
H -2.34759 -3.60539 -2.48706
H -2.76030 2.56367 4.67030
H -2.23788 -5.87787 -0.39200
H 0.61061 -4.22995 3.28746
H 2.27580 -2.57396 1.79761
H 3.76148 -4.40974 1.04708
H -0.93695 -2.44298 -3.89135
H -3.91807 -3.20303 2.10421
H -6.11797 -2.06326 5.58817
H 1.17644 4.15854 6.56567
H -1.63665 5.83087 -1.16728
H -6.00331 -3.20696 3.40048
H -2.76699 3.19707 3.02483
H -0.49421 -7.35117 0.58184
H 2.75087 -1.29486 6.64329
H -0.84562 6.27914 0.81227
H -0.48408 5.06270 -2.26388
H -2.71436 1.87183 1.08270
H -4.75311 -3.92661 -2.33637
H 2.55712 4.94786 4.66542
H 0.89720 -2.92362 6.90396
H -5.17066 1.60644 1.44960
H -4.11445 -0.89991 6.46106
H -1.44101 5.54886 2.30621
H -0.76926 -3.16706 5.10353
H -3.42221 2.60978 -1.59151
H -4.14925 2.36057 -3.18767
H -2.48898 5.62522 0.87304
H 2.93654 0.03545 4.56574
H 4.46437 2.54607 0.16047
H 7.19176 3.34321 -6.63240
H -3.80613 0.98607 -2.14984
H 1.66664 3.96071 -3.18021
H -0.74900 0.75006 -6.03437
H 6.74844 -0.25186 -3.65820
H 1.91626 1.93443 0.54046
H -6.17853 -2.33290 -1.08183
H 3.82507 2.09270 -6.88293
H 2.92937 0.25732 -5.43251
H -2.17112 4.58395 -2.30931
H 1.27497 1.76177 -5.01511
H -2.54225 -3.60274 0.47227
H 7.67482 1.58732 -5.08097
H 1.47731 3.16262 -1.61111
H -2.90887 0.91837 -4.83627
H -6.31633 -0.36047 0.41365
H 3.36531 -5.44645 -1.19214
H 0.91947 -6.51005 2.42812
H 2.00117 -5.50227 -3.28775
H -1.02055 3.10832 6.10966
H 5.68227 3.54719 -7.34275
H 1.62452 4.72330 1.09031
*
```

Values from the calculation:
HOMO level   -4.2561 eV
Energy above the lowest of the compared OMol25 structures with the same formula, charge and spin   0.0 kJ/mol
E_tot   -6698.49253 Eh
LUMO   2.05 eV

These are the Mulliken partial charges, in e, on atoms 1 to 4: 3.65 1.77 -0.12 -0.20

---

The following is a quantum chemistry calculation of 10 unconnected molecules or ions with the total composition C65H65FN9O6P, from the OMol25 dataset.

Geometry as ORCA input:
```
! wB97M-V def2-TZVPD RIJCOSX def2/J DEFGRID3
* xyz 0 1
P -6.14577 2.41991 -2.24611
F -6.13224 0.55441 -6.28980
O -4.97361 -1.62687 -5.26654
O -4.17976 0.53827 -0.69434
O -0.90583 1.20137 -2.53744
O -0.92697 1.12697 -0.27832
O -5.76791 2.85943 -0.88647
O 1.33140 1.26866 -0.71662
N 1.72269 -1.75396 2.18726
N 11.34655 2.15034 3.36596
N -1.72576 3.56146 6.74347
N 0.89817 -4.04271 6.77350
N -10.34897 -4.43571 -3.98974
N -1.99881 -1.15801 4.40568
N 6.47409 -1.27903 0.54502
N 9.69350 -1.93539 -1.89685
N -8.57532 7.26762 -1.95735
C 0.77792 -0.12128 -5.15097
C 10.45343 3.93067 4.70223
C -5.92445 6.65695 -1.35246
C -3.29246 -1.15932 -3.65752
C 0.65549 1.04578 1.55605
C 1.42162 -2.12562 -4.05834
C 10.21199 3.99237 2.32993
C -3.32465 -0.37797 2.56077
C 0.42553 1.14915 0.05881
C -0.20536 -3.38713 6.40912
C 1.76803 -0.93783 -4.65764
C -4.19412 0.35784 -1.89127
C 7.65645 -0.91909 0.04069
C -8.10820 -3.49897 -5.35401
C 1.22941 1.19063 -5.78065
C 6.30616 -1.13766 1.86129
C -2.83356 -0.51689 5.22425
C -4.56960 -0.87422 -4.40444
C -1.40024 4.85151 6.66543
C -0.80605 4.68822 4.36731
C 2.78272 -1.94001 1.39768
C 11.12399 2.72723 4.54658
C 10.89120 2.78487 2.28605
C -2.33460 -2.13414 -4.31411
C 11.27619 -3.41151 -2.93115
C -8.98412 -4.38231 -5.96237
C -1.19269 0.60131 -1.53488
C -6.30219 7.96045 -1.63090
C 3.47722 -3.13689 1.31342
C -7.85825 0.62671 -4.58233
C 10.46974 -1.51174 -4.12714
C -0.54428 -0.46211 -5.08024
C 8.49986 -0.27544 2.17088
C -8.36547 -3.08978 -4.05602
C -8.19026 6.01993 -1.68771
C -3.14293 -0.55988 -2.47575
C -1.91916 -0.74722 -1.61784
C 9.70532 -1.20555 -3.01225
C 9.98959 4.57429 3.56678
C 8.69685 -0.41619 0.80752
C -7.63477 8.21028 -1.92417
C -1.63735 -5.12562 7.17651
C 0.08713 -2.44048 -3.95735
C -1.48808 -3.88096 6.58823
C -10.08519 -4.81654 -5.23929
C -0.50381 -5.82344 7.56165
C -0.90726 -1.63898 -4.46136
C -5.20970 0.95011 -2.83834
C -0.93991 5.46192 5.50872
C -2.25660 -1.08005 3.09786
C -4.17955 0.27904 3.43048
C 10.47110 -3.01743 -1.87361
C 0.73363 -5.23852 7.33984
C -3.93298 0.21008 4.79201
C -6.88615 5.65942 -1.37897
C -9.49340 -3.58726 -3.42128
C -1.13703 3.34505 4.42768
C -1.59102 2.83492 5.63405
C 3.04941 -4.19922 2.09470
C 1.32584 -2.78903 2.92691
C -5.37335 0.36082 -4.02849
C 11.27206 -2.63970 -4.08122
C 7.27844 -0.64274 2.71462
C 1.95061 -4.02546 2.92141
C -6.40786 0.93534 -5.00139
H -4.57703 0.70993 5.50276
H -8.30959 -0.05181 -5.31029
H 2.81503 -0.66360 -4.72453
H 0.45949 -2.60421 3.55522
H -2.71698 -2.31013 -5.32706
H -1.27713 -1.57067 -1.91724
H -7.70541 -2.40026 -3.54596
H 9.28882 0.11511 2.80322
H -1.56152 -1.61198 2.45505
H -2.34638 -3.30373 6.27360
H -0.44890 5.12645 3.44354
H -10.80010 -5.50562 -5.67566
H 1.64799 -5.74664 7.62745
H -1.30647 0.19213 -5.49394
H 11.88886 -4.29929 -2.85490
H -8.81900 -4.72684 -6.97402
H 3.08451 -1.08000 0.80607
H 1.58528 -4.82852 3.54703
H 9.46192 5.51650 3.64496
H -1.86520 1.79183 5.72783
H 3.56579 -5.15044 2.05913
H 7.08491 -0.54806 3.77457
H -5.58130 8.76685 -1.62098
H -1.51799 5.41728 7.58333
H -5.02580 0.83804 3.05152
H -3.48243 -0.34570 1.49027
H 1.67577 1.81324 -4.99798
H -7.51800 2.07357 -2.22704
H 11.50760 2.18934 5.40675
H 10.43688 -0.88304 -5.00644
H -4.89404 6.41955 -1.11717
H -0.57633 -6.79881 8.02355
H 7.76261 -1.04342 -1.02387
H 2.13898 -2.83290 -3.65772
H 10.29966 4.35135 5.68652
H 11.88555 -2.91371 -4.93024
H -0.04186 -2.41919 5.94893
H -8.43537 1.55591 -4.59129
H -7.93293 0.21152 -3.57727
H 0.33741 1.69746 -6.15436
H 0.57407 2.06651 1.95044
H 9.63544 -0.14343 0.34544
H -0.69310 6.51489 5.50351
H 5.33619 -1.43987 2.23903
H -2.62290 -5.54662 7.33246
H -2.27298 -0.96930 -0.60101
H -2.33751 -3.11394 -3.82954
H 9.86662 4.46255 1.41941
H 1.61833 0.59927 1.75193
H -1.04706 2.70523 3.55999
H -7.23592 -3.13318 -5.88257
H 4.33042 -3.23164 0.65433
H -6.27097 2.02450 -4.95894
H 9.06358 -0.32936 -3.00206
H 1.99569 1.02892 -6.53986
H 10.43935 -3.59256 -0.95426
H -7.97618 9.21580 -2.14543
H -2.59753 -0.59575 6.28128
H -8.97871 5.27427 -1.72380
H -5.97729 3.47615 -3.17334
H -9.73300 -3.29715 -2.40368
H -0.19039 -3.36781 -3.45923
H 11.08593 2.28949 1.34080
H -0.18894 0.48565 1.96095
H -6.62628 4.62251 -1.16456
*
```

Values from the calculation:
HOMO level   -9.0477 eV
E_tot   -3901.26480 Eh
LUMO   -1.89 eV
SMILES   CC(=O)OC(=O)CC1=C(Cc2cccc(C)c2)C(=O)C([C@H](C)F)=C([PH2]=O)C1=O.c1ccncc1.c1ccncc1.c1ccncc1.c1ccncc1.c1ccncc1.c1ccncc1.c1ccncc1.c1ccncc1.c1ccncc1

These are the Mulliken partial charges, in e, on atoms 1 to 4: 0.60 -0.35 -0.62 -0.61

---

The following is a quantum chemistry calculation of a molecular structure, C65H69GeN9O5P4Se2Tl, from the OMol25 dataset.

Geometry as ORCA input:
```
! wB97M-V def2-TZVPD RIJCOSX def2/J DEFGRID3
* xyz 0 2
Tl -0.16873 1.50385 0.03082
Se -3.29525 -4.37522 3.64943
Se -2.10813 0.41840 -2.43390
Ge 1.87677 1.91856 -2.34070
P 2.39502 -1.02561 1.81448
P 1.27001 1.13305 3.53303
P -3.24978 -3.97691 1.59613
P -2.23022 -1.54552 -1.65126
O 0.46975 1.68058 2.43631
O 2.22494 -0.12213 3.13020
O 5.50429 6.50497 0.72429
O 1.81671 -0.49706 0.57947
O 4.40347 8.41394 0.51388
N 1.80448 -2.49921 2.30942
N -0.34505 4.08088 0.88229
N 4.08693 -1.02802 1.72801
N -1.65912 -2.03577 2.27894
N 2.45733 2.14151 4.17923
N -2.54775 2.36021 0.74571
N 0.40052 0.66593 4.84917
N -1.03749 -0.95116 1.94307
N -1.22134 -0.69097 0.67851
C 3.15268 6.36654 0.82438
C 5.99709 0.77911 -2.76111
C 4.32348 1.60660 -0.72658
C -3.78777 -2.34404 -2.17229
C -2.69558 3.69748 0.73255
C -3.12446 -6.66192 0.95651
C -1.99724 -1.65469 0.13298
C -1.45340 -7.68000 -0.42844
C -4.92336 -3.60762 0.98358
C 4.68011 1.10669 -3.03971
C -5.44402 -2.38210 1.38511
C 0.19948 0.01855 -6.39136
C 1.23759 1.15505 -4.07075
C 1.13326 -3.40288 1.41403
C 0.07900 -4.33451 -3.63829
C -0.05626 1.34646 -6.09162
C -5.09990 -4.27932 -2.70098
C -2.56641 -7.79242 0.39138
C 0.76018 6.27329 1.12284
C 4.91877 -1.18095 2.90276
C -5.71864 -4.51098 0.29627
C -0.86759 -2.56855 -2.31959
C 1.07005 0.02246 5.95588
C 0.96991 -0.74421 -5.52832
C 0.13674 4.30310 -2.35062
C -0.90130 -6.43591 -0.68229
C -0.99843 0.31902 4.70533
C 1.50281 -2.97422 -2.27091
C 3.63672 2.43316 3.38010
C 1.33835 -4.03918 -3.14197
C 2.46714 4.81959 -2.53852
C -6.06598 -3.47457 -3.28123
C -3.96816 -3.72227 -2.13296
C -3.96910 4.28837 0.66606
C 2.16035 -3.08794 3.57857
C -7.53999 -2.94970 0.37656
C 4.44270 7.07393 0.69200
C -4.91924 2.10860 0.63515
C 3.83101 1.52913 -2.02341
C 1.48315 -0.17830 -4.37605
C 5.63775 1.28322 -0.44462
C 0.45095 1.90905 -4.93458
C -2.27728 -2.53476 1.19383
C -1.54344 4.54504 0.75591
C 1.45825 3.87549 -2.41442
C -1.46231 -5.30086 -0.12408
C 4.60931 -1.72551 0.57182
C -4.76503 -1.53871 -2.74324
C 0.75988 4.88108 0.90823
C -5.08778 3.49033 0.62889
C 6.47548 0.85858 -1.46312
C -3.62935 1.60643 0.68351
C 2.16420 6.16695 -2.61326
C 1.92913 6.99489 1.06827
C 3.16699 4.97189 0.69633
C -5.90139 -2.09996 -3.29162
C 0.40652 -2.22804 -1.87423
C 2.00147 4.25059 0.73187
C -2.58451 -5.40870 0.68632
C -1.02401 -3.60284 -3.23387
C 1.87362 3.34274 4.74706
C -0.16771 5.65120 -2.40974
C -7.02356 -4.17257 -0.01442
C -6.74909 -2.05321 1.07782
C 0.84606 6.58542 -2.54427
H 1.00189 3.05382 5.33110
H 1.15814 -1.78594 -5.74783
H 0.23932 2.94246 -4.69696
H -5.32083 -5.47363 0.00974
H 6.65074 0.45436 -3.55923
H 2.48569 -2.71719 -1.89655
H -1.00370 -8.56549 -0.85235
H -4.04654 5.36576 0.65390
H -0.02509 -6.34024 -1.30662
H 4.11912 4.48325 0.54866
H 2.13237 0.25390 5.91426
H 2.57907 -2.32858 4.23411
H -4.60896 -0.46850 -2.77905
H 4.44689 -0.68665 3.74749
H 5.88408 -0.70371 2.71082
H -0.04350 -5.13835 -4.34978
H -0.15828 6.79389 1.34743
H 2.60907 3.82302 5.39627
H -1.74586 5.60982 0.60327
H 6.00460 1.35435 0.57054
H -5.21932 -5.35238 -2.70008
H 3.92254 -1.56643 -0.25700
H 3.49073 3.31388 2.74583
H -3.22784 -4.36024 -1.67089
H 2.89235 -3.89583 3.44736
H -5.76681 1.44322 0.60521
H 0.93192 -1.06338 5.93058
H 4.31015 1.04471 -4.05424
H 5.10334 -2.23288 3.15463
H 3.50056 8.75483 0.48277
H 1.26398 -3.51265 4.03971
H -1.55603 0.71263 5.55880
H -0.20485 -0.41944 -7.29364
H -1.01616 -4.33357 -0.30652
H 0.17770 -3.70950 1.84786
H 3.49659 4.49142 -2.58584
H 5.58427 -1.31096 0.30376
H 4.47793 2.63042 4.05193
H 3.66433 1.89913 0.07717
H -7.64077 -4.87125 -0.55910
H -8.56668 -2.70209 0.15191
H 0.53531 -1.37199 -1.22017
H 1.99729 3.17415 0.62799
H 1.87613 8.06294 1.23975
H 7.50188 0.59623 -1.25000
H -6.07288 3.92978 0.58509
H 1.73002 -4.30539 1.24106
H 1.56165 4.05918 3.97531
H 0.96894 -2.89221 0.47078
H -0.66391 1.94427 -6.75642
H 4.72507 -2.80469 0.74621
H 2.95932 6.89107 -2.71659
H -3.46443 0.53905 0.68133
H -6.64351 -1.46270 -3.74784
H -1.36704 0.76394 3.78606
H -1.99883 -3.84129 -3.63146
H 2.07468 -0.77343 -3.69308
H -7.15531 -1.10582 1.39916
H 0.65846 0.40165 6.89542
H -6.94194 -3.92028 -3.72827
H -2.98637 -8.76395 0.60666
H -1.19773 5.97645 -2.35077
H 0.60907 7.63860 -2.59489
H 3.87852 1.57961 2.75005
H -0.66250 3.57505 -2.25830
H -3.95740 -6.73847 1.64203
H -4.82274 -1.70991 1.96419
H -1.14583 -0.76214 4.64548
H 2.19273 -4.62862 -3.44417
*
```

Values from the calculation:
HOMO level (spin up / spin down)   -5.6725 / -7.3482 eV
E_tot   -11805.22623 Eh
LUMO (spin up / spin down)   -1.12 / -1.12 eV

These are the Mulliken partial charges, in e, on atoms 1 to 4: 1.57 -0.35 -0.35 1.17